1.
{
  "formula": "C5H10N2",
  "method": "ωB97M-V/def2-TZVPD",
  "de_lowest_kcal_mol": 118.5,
  "gap_ev": [8.939, 8.300],
  "elements": ["C", "C", "C", "C", "C", "N", "N", "H", "H", "H", "H", "H", "H", "H", "H", "H", "H"],
  "positions_angstrom": [[1.3741, 0.2159, 0.7019], [0.0732, -0.5948, 0.7912], [1.8968, 0.0240, -0.6375], [-0.8656, -0.1371, -0.2832], [-1.9687, 0.8215, 0.1613], [-1.0104, -0.7997, -1.5029], [-0.1806, 0.3787, -1.4760], [1.1909, 1.3329, 0.8770], [1.9983, -0.1297, 1.6362], [0.2537, -1.6594, 0.5971], [-0.4200, -0.5643, 1.8910], [2.6765, 0.6618, -1.0033], [1.8662, -1.0143, -0.9401], [-2.2221, 1.3192, -0.7323], [-1.3607, 1.4995, 0.7798], [-2.8249, 0.4265, 0.7554], [-0.4767, -1.7808, -1.6158]],
  "atomic_forces_ev_per_a": [[-0.45, 0.74, 2.99], [-0.79, -0.39, 2.59], [-1.54, -0.81, -0.64], [-0.41, 1.61, 0.76], [1.12, -0.83, 1.17], [1.26, -3.19, -1.49], [1.50, -0.61, 0.65], [0.04, -1.45, -0.08], [-0.43, 0.58, -1.86], [0.37, 0.06, 0.23], [1.04, 0.10, -2.56], [0.02, 0.23, -0.48], [0.45, 0.00, -0.41], [-0.98, 0.76, -0.77], [-0.69, 0.26, 0.05], [0.68, 0.09, -0.61], [-1.19, 2.83, 0.47]]
}

2.
{
  "formula": "C19H49BBrN2O13S3Si",
  "method": "ωB97M-V/def2-TZVPD",
  "gap_ev": 6.391,
  "total_charge": -1,
  "elements": ["C", "C", "O", "C", "N", "C", "C", "O", "B", "O", "C", "Si", "C", "C", "C", "C", "N", "Br", "O", "H", "H", "H", "H", "H", "H", "H", "H", "H", "H", "H", "H", "H", "H", "H", "H", "H", "H", "H", "H", "H", "H", "H", "H", "H", "O", "S", "O", "O", "C", "C", "C", "H", "H", "H", "H", "H", "H", "H", "H", "O", "S", "O", "O", "C", "C", "C", "H", "H", "H", "H", "H", "H", "H", "H", "O", "S", "O", "O", "C", "C", "C", "H", "H", "H", "H", "H", "H", "H", "H"],
  "positions_angstrom": [[8.0891, -3.8341, 1.0629], [8.5682, -2.3661, 0.4490], [9.9960, -2.1234, 0.7259], [7.5737, -1.2451, 1.1323], [7.0536, -0.2116, 0.1408], [6.4794, 1.0024, 0.8560], [5.1591, 0.6731, 1.7876], [3.9388, 0.8043, 0.9535], [2.9010, -0.1289, 1.4359], [1.5665, -0.1338, 0.7383], [0.8770, -1.2264, 1.4643], [-0.9867, -1.4004, 1.0200], [-1.7381, 0.2480, 0.2596], [-1.0616, -2.6904, -0.4601], [-2.0925, -2.1512, 2.4121], [1.3540, -1.0373, 3.0193], [0.3374, -0.8368, 4.1200], [2.1878, -2.8252, 3.4294], [2.4663, -0.0717, 2.8586], [8.8828, -4.6929, 0.8672], [7.0926, -4.1746, 0.5081], [7.8419, -3.7298, 2.2045], [8.3347, -2.4227, -0.7155], [10.1269, -1.6209, 1.5913], [6.6322, -1.8347, 1.5588], [8.0860, -0.7524, 2.0806], [7.8429, 0.1265, -0.4813], [7.2757, 1.5914, 1.5041], [6.1057, 1.7598, 0.0156], [5.1889, -0.3771, 2.3122], [5.1283, 1.4745, 2.6591], [3.3050, -1.2193, 1.1710], [1.3168, -2.2977, 1.1800], [-2.9006, 0.1187, 0.0669], [-1.1503, 0.5325, -0.7395], [-1.6422, 1.1661, 1.0008], [-0.0627, -2.5201, -1.0842], [-1.0346, -3.7897, -0.0106], [-2.0123, -2.5075, -1.1172], [-1.5041, -3.1021, 2.8255], [-3.1578, -2.4177, 1.9945], [-2.1182, -1.3789, 3.3029], [0.7617, -0.9799, 5.0768], [-0.1697, 0.0723, 4.0518], [-6.0577, -0.4641, -1.1211], [-6.2595, 0.9614, -1.2685], [-5.4947, 1.9293, -0.5134], [-7.8461, 1.2934, -1.0908], [-8.5044, 0.8571, 0.0897], [-8.1687, 1.7461, 1.2725], [-6.1378, 1.3748, -2.9910], [-8.2695, -0.1915, 0.3021], [-9.5806, 0.9137, -0.1050], [-7.1162, 1.6457, 1.5535], [-8.7768, 1.4806, 2.1417], [-8.3383, 2.7991, 1.0262], [-6.7492, 0.6783, -3.5669], [-5.0900, 1.2855, -3.2847], [-6.4774, 2.4025, -3.1326], [-6.8554, -2.6106, -3.8184], [-7.4641, -3.5179, -2.8693], [-7.1788, -4.9358, -2.8682], [-9.0810, -3.3088, -2.8979], [-9.7598, -3.4222, -4.1404], [-9.9234, -4.8732, -4.5524], [-7.1882, -2.8916, -1.2310], [-9.2489, -2.8440, -4.9178], [-10.7508, -2.9759, -4.0051], [-8.9556, -5.3275, -4.7843], [-10.5559, -4.9549, -5.4406], [-10.3690, -5.4584, -3.7416], [-7.4451, -1.8314, -1.2087], [-6.1311, -3.0265, -0.9934], [-7.8025, -3.4575, -0.5282], [4.6954, 5.7841, 1.1610], [5.7123, 5.1256, 0.3693], [6.7924, 4.3764, 0.9727], [6.3436, 6.1999, -0.6826], [6.8733, 7.4167, -0.1766], [8.2372, 7.2078, 0.4542], [4.9126, 4.0864, -0.8278], [6.1765, 7.8815, 0.5292], [6.9745, 8.0994, -1.0271], [8.1617, 6.6024, 1.3623], [8.6901, 8.1657, 0.7242], [8.9049, 6.6780, -0.2327], [4.1251, 4.6568, -1.3228], [4.4821, 3.2340, -0.2985], [5.6561, 3.7400, -1.5480]],
  "atomic_forces_ev_per_a": [[-0.20, -0.10, -0.55], [-1.69, -0.70, 0.83], [-1.15, 0.64, 0.67], [-0.50, -0.67, 0.08], [1.18, 0.49, 1.17], [-0.87, 0.80, -0.06], [-0.16, 0.67, -0.23], [1.16, 0.21, 2.05], [-0.51, -0.81, -1.00], [-1.35, -1.37, 0.76], [1.09, 0.21, -0.04], [-0.60, 0.09, -1.25], [-0.36, 1.10, 0.02], [0.75, -0.42, -0.17], [0.33, -0.12, 1.09], [1.59, 1.82, -1.20], [1.45, 0.29, -0.50], [-0.02, -0.13, 0.82], [-2.47, -1.52, 1.84], [-1.50, 1.97, 0.51], [2.05, 0.87, 1.24], [0.63, -0.30, -2.15], [1.03, 0.43, 2.44], [-0.81, -1.05, -1.76], [1.99, 1.34, -0.99], [-0.65, -0.87, -1.73], [-1.12, -0.60, 1.19], [-1.38, -1.27, -1.10], [0.84, -1.73, 1.87], [0.05, 1.86, -1.17], [0.09, -1.50, -1.73], [0.78, -1.13, 0.21], [-0.66, 2.32, 0.23], [2.37, 0.23, 0.15], [-1.40, -0.64, 2.18], [-0.08, -1.81, -1.52], [-2.23, -0.47, 1.07], [-0.15, 2.21, -1.14], [1.82, -0.54, 1.12], [-1.50, 1.90, -0.85], [2.05, 0.44, 0.98], [-0.30, -1.69, -1.71], [-0.51, 0.50, -1.74], [1.02, -0.88, -0.01], [0.20, 1.59, 0.37], [0.08, 0.69, -0.20], [-0.64, -1.13, -0.40], [0.96, -0.19, -0.78], [-0.44, -0.11, 1.01], [0.33, 0.09, 0.20], [-0.22, 0.00, -0.03], [0.09, 0.10, -0.10], [0.25, 0.00, -0.31], [-0.15, 0.00, -0.03], [-0.01, -0.01, -0.13], [-0.07, -0.18, 0.01], [0.08, 0.03, 0.13], [-0.09, -0.05, 0.22], [0.05, -0.14, 0.12], [-0.55, -0.91, 0.25], [0.00, 0.12, 0.75], [-0.14, 1.04, -0.50], [0.92, 0.16, 0.47], [-0.47, -0.28, -0.85], [0.23, -0.31, -0.08], [-0.57, -0.26, -0.04], [0.09, -0.04, 0.17], [0.27, 0.07, 0.26], [-0.13, 0.07, 0.03], [0.01, 0.08, 0.10], [-0.01, 0.14, -0.12], [0.04, -0.56, -0.11], [-0.14, 0.05, -0.20], [0.06, -0.09, -0.20], [1.14, -0.24, -0.30], [-0.30, -0.46, -0.37], [-0.78, 0.90, -0.12], [-0.56, -0.72, 0.16], [0.50, 0.70, 0.38], [0.16, -0.20, 0.29], [0.06, 0.19, -0.10], [-0.03, -0.19, -0.05], [-0.21, -0.31, -0.04], [0.00, 0.09, -0.13], [-0.07, -0.03, -0.09], [-0.11, 0.14, 0.04], [0.14, -0.01, 0.11], [0.01, 0.03, 0.15], [-0.05, 0.08, 0.14]]
}

3.
{
  "formula": "C19H20N4O2S",
  "method": "ωB97M-V/def2-TZVPD",
  "de_lowest_kcal_mol": 139.8,
  "gap_ev": 8.548,
  "smiles": "Cn1c(=O)n(CC(=O)N2CCC2)c2cc(-c3ccc(C4CC4)s3)cnc21",
  "elements": ["C", "N", "C", "O", "N", "C", "C", "O", "N", "C", "C", "C", "C", "C", "C", "C", "C", "C", "C", "C", "C", "C", "S", "C", "N", "C", "H", "H", "H", "H", "H", "H", "H", "H", "H", "H", "H", "H", "H", "H", "H", "H", "H", "H", "H", "H"],
  "positions_angstrom": [[0.7478, 0.9667, -5.0204], [0.1140, 1.0820, -3.7880], [-0.1233, 2.2726, -3.0275], [-0.3650, 3.4335, -3.3037], [0.1555, 2.0517, -1.6619], [0.0251, 3.0503, -0.5549], [-1.3190, 2.6198, 0.2004], [-1.3497, 2.3262, 1.3927], [-2.5350, 2.8069, -0.4278], [-3.7595, 3.1906, 0.3170], [-4.2028, 4.1529, -0.7528], [-2.7236, 3.9903, -1.3042], [0.4432, 0.7518, -1.5867], [0.6130, 0.0146, -0.3285], [0.8087, -1.3685, -0.3819], [0.8737, -2.0810, 0.8999], [0.1565, -3.1657, 1.1769], [0.7196, -3.6962, 2.4025], [1.7788, -3.0899, 3.0217], [2.5879, -3.7160, 4.1755], [2.3392, -4.9552, 4.9454], [3.4494, -4.9178, 3.9364], [2.0695, -1.5046, 2.1511], [0.9290, -1.9336, -1.6650], [0.6477, -1.3030, -2.8142], [0.3554, 0.0838, -2.7864], [1.1504, 0.0183, -5.0978], [0.0999, 1.0894, -5.8563], [1.5275, 1.6700, -4.9911], [0.9485, 2.9885, 0.0453], [0.0251, 4.0958, -0.8367], [-3.6530, 3.7574, 1.2465], [-4.3747, 2.3493, 0.6027], [-4.9216, 3.7874, -1.4654], [-4.5300, 5.0992, -0.3956], [-2.0443, 4.8616, -1.1876], [-2.7954, 3.6134, -2.3058], [0.5667, 0.6363, 0.5531], [-0.5723, -3.5843, 0.4825], [0.2504, -4.5757, 2.8586], [2.9105, -2.9128, 4.8047], [2.7902, -4.8592, 6.0025], [1.3848, -5.5370, 4.7883], [3.3087, -5.3872, 2.9177], [4.4288, -5.1845, 4.3414], [1.0635, -2.9885, -1.7225]],
  "atomic_forces_ev_per_a": [[-0.37, 1.21, -1.15], [-1.90, -0.75, 4.36], [1.12, 2.15, 0.96], [-0.35, -0.65, -2.11], [-0.26, 1.22, -1.94], [-0.80, -2.40, -0.15], [-0.31, 1.57, 2.40], [1.03, -0.38, -1.08], [0.91, 1.54, 0.00], [-0.51, -0.88, 1.36], [1.38, -0.56, -0.77], [-1.34, 0.16, -0.91], [0.17, -3.69, 4.77], [-0.10, 1.07, -2.98], [0.08, 2.48, 0.24], [1.21, 1.79, -0.94], [1.54, -0.28, 1.40], [-0.79, -1.44, 0.95], [-0.92, -0.44, -0.61], [-0.11, 2.58, -0.82], [-1.00, -0.89, 1.02], [0.18, -1.55, -1.39], [-0.99, -2.83, -0.49], [-1.48, 0.97, -0.19], [-0.30, 2.92, -0.72], [1.50, -2.35, 1.16], [0.87, -2.01, -0.04], [-0.52, 0.45, -0.68], [1.25, 1.02, -0.79], [-0.77, -0.53, 0.32], [-0.47, -0.16, -0.92], [0.95, -0.21, 0.08], [-0.29, -0.31, -0.26], [-0.23, -0.28, -0.22], [-0.01, 0.82, 0.24], [-0.35, -0.74, 0.01], [0.56, 0.59, -0.79], [-0.06, -0.46, 0.45], [0.18, -0.03, 0.53], [0.48, 0.07, -0.13], [0.74, 0.28, 0.25], [-1.37, -0.43, -1.65], [1.35, 0.58, 0.38], [-0.14, 0.53, 1.35], [-0.09, 0.94, -0.18], [0.35, -0.68, -0.31]]
}

4.
{
  "formula": "C16H23N3O4",
  "method": "ωB97M-V/def2-TZVPD",
  "de_lowest_kcal_mol": 92.7,
  "gap_ev": 8.094,
  "smiles": "CCC(CC)NC(=O)c1cc([N+](=O)[O-])ccc1N1CCOCC1",
  "elements": ["C", "C", "C", "C", "C", "N", "C", "O", "C", "C", "C", "N", "O", "O", "C", "C", "C", "N", "C", "C", "O", "C", "C", "H", "H", "H", "H", "H", "H", "H", "H", "H", "H", "H", "H", "H", "H", "H", "H", "H", "H", "H", "H", "H", "H", "H"],
  "positions_angstrom": [[2.8080, 2.4652, -0.3774], [1.5262, 2.6247, -1.1875], [1.1570, 1.3965, -2.0351], [2.1993, 1.0078, -3.0869], [2.4254, 2.0926, -4.1327], [0.9035, 0.2525, -1.1776], [-0.3365, -0.1209, -0.8015], [-1.3424, 0.4842, -1.1245], [-0.3844, -1.3852, 0.0002], [0.2709, -2.4809, -0.5265], [0.1137, -3.7474, 0.0263], [0.8167, -4.8528, -0.5251], [1.6186, -4.6299, -1.4163], [0.5878, -5.9598, -0.0723], [-0.7511, -3.9267, 1.1062], [-1.3992, -2.8476, 1.6460], [-1.2159, -1.5398, 1.1416], [-1.7989, -0.4872, 1.7624], [-1.3213, 0.8759, 1.6601], [-1.5214, 1.5806, 3.0000], [-2.8827, 1.6726, 3.3676], [-3.6726, 0.6423, 2.8132], [-2.9032, -0.6702, 2.6857], [2.7465, 1.6064, 0.2879], [2.9709, 3.3511, 0.2319], [3.6710, 2.3416, -1.0261], [0.6927, 2.8147, -0.5070], [1.6140, 3.4893, -1.8452], [0.2040, 1.6107, -2.5329], [1.8473, 0.1021, -3.5865], [3.1448, 0.7669, -2.5966], [1.4822, 2.3831, -4.5891], [3.0851, 1.7233, -4.9141], [2.8835, 2.9743, -3.6928], [1.7004, -0.2839, -0.8745], [0.8842, -2.3831, -1.4105], [-0.8820, -4.9178, 1.5123], [-2.0404, -3.0057, 2.4966], [-1.8473, 1.4214, 0.8672], [-0.2556, 0.8682, 1.4190], [-0.9627, 1.0433, 3.7822], [-1.1409, 2.6040, 2.9466], [-4.5263, 0.5173, 3.4837], [-4.0452, 0.9400, 1.8226], [-3.5790, -1.4376, 2.3008], [-2.5450, -0.9761, 3.6787]],
  "atomic_forces_ev_per_a": [[-0.21, 0.10, -0.16], [0.03, -0.19, -0.06], [-0.08, 0.20, -0.12], [-0.23, 0.16, -0.02], [0.07, -0.19, 0.17], [0.37, 0.09, -0.10], [0.06, -0.25, 0.04], [-0.21, 0.10, -0.07], [-0.14, -0.10, 0.08], [0.08, -0.44, 0.13], [-0.72, 1.12, 0.56], [0.41, -0.61, -0.32], [0.08, -0.06, -0.10], [0.01, -0.12, 0.01], [0.31, -0.16, -0.36], [-0.10, 0.17, -0.02], [0.21, -0.19, -0.13], [-0.19, 0.06, -0.01], [-0.12, 0.54, 0.07], [0.41, -0.07, -0.05], [-0.06, 0.07, 0.05], [-0.16, -0.24, -0.07], [-0.19, 0.10, 0.23], [0.05, -0.08, 0.10], [0.08, 0.03, 0.08], [0.16, -0.02, -0.02], [-0.06, 0.05, -0.07], [-0.07, 0.09, -0.01], [0.16, -0.05, 0.03], [0.04, -0.04, 0.07], [0.06, -0.10, 0.02], [-0.09, 0.08, -0.08], [0.05, 0.05, -0.09], [0.05, 0.15, -0.01], [-0.14, -0.05, 0.10], [0.00, 0.03, -0.02], [-0.02, -0.03, 0.04], [-0.04, 0.01, 0.11], [0.18, -0.03, 0.11], [-0.04, 0.07, 0.04], [-0.04, 0.09, -0.08], [0.05, -0.12, -0.03], [0.05, -0.08, -0.13], [0.00, -0.06, 0.10], [0.02, 0.02, 0.07], [-0.10, -0.07, -0.04]]
}

5.
{
  "formula": "C7H17N2S",
  "method": "ωB97M-V/def2-TZVPD",
  "de_lowest_kcal_mol": 41.2,
  "gap_ev": 9.445,
  "total_charge": 1,
  "elements": ["C", "C", "C", "C", "C", "C", "C", "N", "N", "S", "H", "H", "H", "H", "H", "H", "H", "H", "H", "H", "H", "H", "H", "H", "H", "H", "H"],
  "positions_angstrom": [[1.0285, -0.8336, 0.5427], [-0.1719, -1.0641, -0.3483], [-2.4722, -0.3848, -0.1537], [1.9606, 0.4380, 0.0448], [3.2544, 0.5293, 0.8798], [2.3597, 0.1378, -1.3895], [-5.2229, -0.1863, 0.2514], [-1.2312, -0.0806, -0.2082], [1.1813, 1.6724, 0.2212], [-3.6435, 0.7622, 0.2526], [0.6509, -0.5426, 1.6167], [1.5771, -1.6311, 0.8752], [0.1717, -0.9059, -1.4686], [-0.4604, -2.1729, -0.1522], [-2.9224, -1.3953, -0.2398], [3.7400, 1.5255, 0.7186], [3.9672, -0.2173, 0.5137], [3.1402, 0.2798, 2.0144], [1.6253, 0.4924, -2.1888], [2.3796, -0.9160, -1.3663], [3.3583, 0.4152, -1.7569], [-5.6211, -0.0764, -0.8071], [-5.9148, 0.3222, 0.9376], [-5.0545, -1.2842, 0.5004], [-0.6923, 0.8218, -0.1506], [1.7654, 2.3037, -0.3857], [1.2472, 1.9910, 1.2468]],
  "atomic_forces_ev_per_a": [[-1.11, 5.48, 2.04], [1.45, -2.75, -2.44], [-1.57, 0.38, 0.76], [-0.17, -1.69, 1.90], [0.36, -0.67, 1.25], [-0.82, 1.14, -1.48], [0.12, -0.69, -1.60], [1.63, -0.80, 0.28], [0.60, 0.76, 0.03], [-0.64, 0.42, 0.24], [0.24, -0.02, -1.78], [1.56, -2.52, -0.42], [-0.62, -0.94, 2.11], [-0.31, 2.07, -0.71], [1.26, 0.31, -0.14], [-0.48, -0.76, 0.35], [0.00, 0.06, 0.09], [-0.08, 0.81, -1.93], [0.78, -0.48, 1.12], [0.08, -1.42, -0.73], [-0.26, 0.49, 0.62], [0.30, -0.36, 1.42], [0.44, -0.33, -0.09], [-0.30, 1.55, -0.14], [-1.21, 0.35, 0.25], [-1.28, 0.08, 1.17], [0.03, -0.47, -2.17]]
}

| no. | molecular weight (g/mol) | calculated total energy (a.u.) |
| --- | --- | --- |
| 1 | 98.1 | -305.83497 |
| 2 | 728.6 | -5923.83837 |
| 3 | 368.5 | -1503.56909 |
| 4 | 321.4 | -1088.63113 |
| 5 | 161.3 | -784.31934 |